1.
ORCA calculation (ωB97M-V/def2-TZVPD) on a structure of composition C45H38IrN5O6P at a distorted geometry.

Calculated values
**HOMO level (spin up / spin down)**: -10.147 / -10.144 eV
**Net charge**: +1
**Calculated total energy**: -2908.1626 Ha
**Relative energy (zero: lowest compared OMol25 entry of this formula, charge and spin)**: 349.79 kJ/mol
**Orbital gap (spin up / spin down)**: 6.3 / 6.3 eV

Last column: Löwdin charge in e.
Element x y z (Å)
Ir 0.537 0.534 0.242  1.090
C -3.234 2.926 -1.100  0.017
C -2.784 3.052 0.320  -0.168
C -2.901 4.304 0.913  0.017
C -2.477 4.522 2.200  0.008
C -1.803 3.498 2.840  0.005
C -1.651 2.267 2.235  -0.143
N -2.241 2.020 1.022  0.082
C -0.761 1.315 2.963  -0.193
C -0.997 1.173 4.323  0.010
C -0.080 0.498 5.106  0.002
C 1.018 -0.068 4.498  0.029
C 1.141 0.012 3.118  -0.175
N 0.294 0.731 2.369  0.043
C 2.140 -0.793 2.373  -0.174
C 3.002 -1.663 3.011  0.015
C 3.773 -2.523 2.248  -0.013
C 3.612 -2.516 0.880  0.009
C 2.720 -1.628 0.280  -0.277
C 2.470 -1.750 -1.190  -0.033
N 2.045 -0.739 1.028  0.024
H -3.296 3.929 -1.516  0.098
H -4.210 2.451 -1.191  0.107
H -2.519 2.354 -1.681  0.053
H -3.351 5.095 0.331  0.131
H -2.610 5.482 2.679  0.131
H -1.318 3.669 3.790  0.136
H -1.892 1.593 4.758  0.131
H -0.230 0.405 6.173  0.128
H 1.746 -0.603 5.086  0.116
H 3.063 -1.697 4.087  0.112
H 4.460 -3.212 2.721  0.123
H 4.156 -3.207 0.251  0.126
H 3.280 -2.300 -1.665  0.100
H 2.351 -0.788 -1.667  0.018
H 1.543 -2.303 -1.342  0.067
C -0.067 3.258 -3.196  -0.038
C 0.370 2.015 -3.923  -0.263
C 0.924 2.113 -5.197  -0.033
C 1.315 0.988 -5.907  -0.059
C 1.161 -0.275 -5.354  -0.069
C 0.621 -0.396 -4.085  -0.117
C 0.224 0.735 -3.369  -0.381
P -0.343 0.486 -1.674  0.932
C 1.502 2.334 0.001  -0.300
C 0.911 3.455 0.591  -0.149
C 1.400 4.748 0.455  -0.098
C 2.540 4.966 -0.294  -0.090
C 3.166 3.873 -0.872  -0.057
C 2.677 2.573 -0.741  -0.294
C 3.447 1.483 -1.432  -0.051
C -2.091 -0.020 -1.737  -0.343
C -2.627 -0.417 -2.961  -0.065
C -3.969 -0.742 -3.110  -0.051
C -4.809 -0.677 -2.015  -0.053
C -4.297 -0.251 -0.797  -0.044
C -2.962 0.100 -0.631  -0.238
C -2.597 0.557 0.764  -0.050
H 0.344 4.146 -3.674  0.087
H 0.249 3.256 -2.152  0.051
H -1.157 3.348 -3.221  0.076
H 1.050 3.094 -5.638  0.116
H 1.743 1.099 -6.894  0.111
H 1.465 -1.157 -5.902  0.110
H 0.506 -1.380 -3.642  0.108
H 0.024 3.332 1.192  0.046
H 0.888 5.572 0.938  0.098
H 2.946 5.961 -0.421  0.104
H 4.070 4.027 -1.450  0.110
H 4.390 1.867 -1.819  0.083
H 2.887 1.081 -2.280  0.065
H 3.677 0.666 -0.751  0.060
H -1.979 -0.477 -3.825  0.098
H -4.342 -1.053 -4.076  0.114
H -5.855 -0.939 -2.101  0.113
H -4.966 -0.176 0.052  0.120
H -1.794 -0.029 1.188  0.055
H -3.469 0.401 1.401  0.144
O -1.217 -1.647 2.528  0.035
C -0.737 -2.151 1.510  -0.578
O -0.405 -1.537 0.438  -0.180
C -0.462 -3.640 1.510  -0.077
C -0.763 -4.392 2.639  0.085
C -0.442 -5.736 2.651  -0.103
C 0.175 -6.369 1.589  0.094
C 0.462 -5.589 0.487  -0.105
C 0.148 -4.246 0.424  0.071
N 1.157 -6.204 -0.660  -0.347
O 1.347 -7.398 -0.627  0.106
O 1.495 -5.464 -1.565  0.076
N -0.753 -6.531 3.858  -0.350
O -0.477 -7.710 3.833  0.099
O -1.258 -5.947 4.793  0.091
H -1.234 -3.926 3.492  0.133
H 0.424 -7.419 1.625  0.137
H 0.370 -3.676 -0.462  0.106


2.
ORCA calculation (ωB97M-V/def2-TZVPD) on a structure of composition C32H23F5NO2PSe2V at a distorted geometry.

Calculated values
**HOMO level (spin up / spin down)**: -14.257 / -14.260 eV
**Net charge**: +2
**Calculated total energy**: -8025.4649 Ha
**Relative energy (zero: lowest compared OMol25 entry of this formula, charge and spin)**: 0.00 kJ/mol
**Orbital gap (spin up / spin down)**: 7.0 / 7.2 eV
**Spin multiplicity**: 2

Last column: natural (NBO) charge in e.
Element x y z (Å)
V 0.309 0.148 0.018  1.033
Se -1.936 0.442 0.546  -0.169
P -0.970 2.079 1.688  1.057
Se 0.981 2.342 0.684  -0.060
C -0.746 1.640 3.418  -0.366
C -1.918 1.457 4.153  -0.189
C -1.832 1.097 5.485  -0.190
C -0.585 0.923 6.073  -0.152
C 0.577 1.118 5.337  -0.189
C 0.505 1.475 4.000  -0.215
C -1.994 3.563 1.613  -0.348
C -3.274 3.548 1.070  -0.208
C -4.033 4.707 1.099  -0.194
C -3.512 5.863 1.660  -0.154
C -2.230 5.872 2.198  -0.174
C -1.462 4.722 2.177  -0.206
H -2.882 1.585 3.672  0.226
H -2.735 0.958 6.063  0.242
H -0.517 0.643 7.115  0.241
H 1.542 0.997 5.810  0.237
H 1.412 1.622 3.426  0.234
H -3.682 2.640 0.645  0.224
H -5.033 4.705 0.688  0.239
H -4.106 6.767 1.682  0.241
H -1.831 6.775 2.639  0.241
H -0.464 4.721 2.601  0.230
F -0.516 -1.349 2.739  -0.308
C 0.760 -1.598 2.418  0.411
C 1.317 -0.960 1.313  -0.588
C 2.641 -1.274 1.025  0.395
F 3.221 -0.650 -0.015  -0.310
C 3.369 -2.191 1.754  0.257
F 4.610 -2.500 1.413  -0.264
C 2.775 -2.795 2.856  0.337
F 3.455 -3.662 3.572  -0.251
C 1.465 -2.491 3.203  0.253
F 0.902 -3.060 4.255  -0.264
C 0.588 -3.629 -5.472  -0.259
O 0.168 -2.684 -4.479  -0.498
C 0.131 -3.079 -3.199  0.316
C 0.785 -4.213 -2.725  -0.273
C 0.660 -4.602 -1.404  -0.125
C -0.161 -3.898 -0.534  -0.223
C -0.833 -2.780 -0.985  -0.232
C -0.663 -2.333 -2.294  0.069
N -1.434 -1.211 -2.735  -0.446
C -1.071 -0.228 -3.516  0.298
C 0.276 0.234 -3.754  -0.206
C 0.624 0.675 -5.035  -0.106
C 1.912 1.056 -5.340  -0.200
C 2.888 1.037 -4.354  -0.125
C 2.566 0.679 -3.057  -0.191
C 1.276 0.280 -2.734  0.290
O 0.963 0.066 -1.444  -0.636
H 0.391 -3.157 -6.430  0.219
H 0.012 -4.552 -5.398  0.202
H 1.654 -3.842 -5.390  0.195
H 1.389 -4.797 -3.405  0.249
H 1.190 -5.478 -1.057  0.244
H -0.295 -4.244 0.482  0.243
H -1.530 -2.265 -0.329  0.229
H -2.421 -1.280 -2.515  0.438
H -1.882 0.329 -3.974  0.240
H -0.130 0.647 -5.812  0.237
H 2.159 1.364 -6.346  0.252
H 3.904 1.321 -4.592  0.250
H 3.302 0.704 -2.264  0.248


3.
ORCA calculation (ωB97M-V/def2-TZVPD) on a cluster of 2 separate species, C5H13NO in total at a distorted geometry.

Calculated values
**HOMO level**: -9.352 eV
**Calculated total energy**: -328.2972 Ha
**Relative energy (zero: lowest compared OMol25 entry of this formula, charge and spin)**: 56.70 kJ/mol
**SMILES**: C[C@@H]1CCCN1.O
**Orbital gap**: 10.3 eV

Last column: natural (NBO) charge in e.
Element x y z (Å)
N -0.290 -0.029 1.085  -0.649
C -1.058 -1.150 0.526  -0.230
C -0.613 -1.289 -0.917  -0.421
C 0.811 -0.688 -0.946  -0.417
C 1.063 -0.027 0.415  -0.047
C 1.586 1.403 0.402  -0.612
H -0.136 -0.173 2.074  0.370
H -0.850 -2.082 1.055  0.172
H -2.109 -0.959 0.630  0.197
H -1.203 -0.686 -1.609  0.214
H -0.618 -2.304 -1.294  0.217
H 0.947 0.103 -1.697  0.212
H 1.604 -1.393 -1.148  0.212
H 1.718 -0.620 1.041  0.170
H 2.658 1.478 0.259  0.207
H 1.354 1.849 1.369  0.214
H 1.144 1.972 -0.409  0.217
H -1.386 1.319 0.203  0.492
H -2.682 1.368 -0.679  0.458
O -1.941 1.909 -0.358  -0.976


The highest calculated total energy belongs to which entry?
C5H13NO


The highest relative energy (zero: lowest compared OMol25 entry of this formula, charge and spin) belongs to which entry?
C45H38IrN5O6P


The highest calculated total energy belongs to which entry?
C5H13NO